{
  "formula": "C19H13ClN2O6S2",
  "method": "ωB97M-V with the def2-TZVPD basis set",
  "symbols": ["O", "C", "O", "H", "C", "N", "C", "S", "S", "C", "C", "C", "C", "C", "C", "C", "C", "O", "C", "C", "C", "C", "C", "C", "C", "Cl", "H", "H", "H", "H", "H", "H", "H", "H", "N", "O", "O", "H", "H", "C", "O", "H", "H"],
  "coordinates": [[2.46761, 3.07830, -0.49253], [1.91534, 4.04707, -0.03965], [1.23400, 4.91936, -0.74422], [1.12709, 4.60193, -1.66323], [1.89898, 4.31961, 1.47292], [1.88593, 3.01062, 2.08699], [2.90574, 2.49002, 2.81981], [4.12325, 3.33965, 3.47977], [2.70064, 0.74133, 2.97860], [1.39113, 0.73801, 1.80784], [0.95443, -0.33495, 1.12665], [0.07254, -0.22547, -0.02819], [0.27169, 0.76619, -0.97719], [-0.60407, 0.89957, -2.04433], [-1.65303, -0.00032, -2.21563], [-1.82750, -1.02589, -1.31229], [-0.98172, -1.14956, -0.20662], [-1.09704, -2.08863, 0.75026], [-2.13379, -3.04559, 0.66411], [-1.97569, -4.01550, -0.48199], [-0.73081, -4.24472, -1.05356], [-0.58202, -5.13226, -2.10379], [-1.68269, -5.81199, -2.59573], [-2.93040, -5.60630, -2.03395], [-3.07034, -4.71345, -0.98448], [-4.64303, -4.47545, -0.29368], [-3.79554, -6.13272, -2.40482], [-1.57398, -6.50573, -3.41468], [0.39379, -5.29355, -2.53465], [0.12837, -3.71845, -0.66553], [-2.08087, -3.58960, 1.61374], [-3.11039, -2.54910, 0.61186], [-2.63287, -1.72532, -1.46536], [-2.32085, 0.11937, -3.05478], [-0.44878, 1.98938, -2.95917], [-1.08751, 1.96204, -3.98959], [0.29896, 2.89874, -2.64687], [1.11786, 1.43227, -0.90684], [1.27351, -1.32599, 1.41786], [0.93698, 2.12268, 1.59695], [-0.10171, 2.49066, 1.10537], [2.79756, 4.85336, 1.79120], [1.00351, 4.88420, 1.73817]],
  "total_energy_ev": -69370.00009,
  "lumo_energy_ha": -0.032,
  "gap_ev": 7.801,
  "homo_ev": -8.68,
  "mol_weight_g_mol": 464.91
}